The following is a quantum chemistry calculation of a 4-piece molecular cluster, C3H14NO5 overall at a distorted geometry, from the Open Molecules 2025 dataset.

Element x y z (Å)
O 0.856 -1.214 -2.106
C -0.373 -1.426 -2.072
C -0.915 -1.772 -0.638
C -2.155 -1.014 -0.450
O -1.821 0.349 -0.524
N 0.179 -1.300 0.336
H -1.160 -1.419 -2.785
H -1.114 -2.845 -0.537
H -2.777 -1.305 0.509
H -2.903 -1.254 -1.180
H -2.685 0.901 -0.204
H 0.569 -0.440 -0.291
H -0.184 -1.068 1.267
H 0.930 -1.944 0.462
H 0.792 2.987 0.573
H 1.751 3.306 1.691
O 0.903 2.795 1.443
H 1.131 0.101 3.330
H 0.706 1.275 2.454
O 0.703 0.324 2.529
H 2.779 1.419 -0.555
H 2.564 1.698 -2.073
O 2.225 1.846 -1.177

Cartesian forces (eV/Å) of the 3 atoms listed first:
-3.75 -0.21 -1.31
4.23 -0.36 3.45
1.16 -0.48 -0.45

Its spin multiplicity is 1. For the molecular weight, the calculation gives 144.1 g mol⁻¹. The gap between HOMO and LUMO comes out at 10.93 eV. As for the HOMO energy: -14.530 eV. Its charge is +1. The calculation puts the electronic energy at -15057.9185 eV.

The following is a quantum chemistry calculation of a 4-piece molecular cluster, C3H14O3S overall at a distorted geometry, from the Open Molecules 2025 dataset.

Element x y z (Å)
C -3.366 -1.938 1.278
C -2.025 -1.244 0.950
C -2.342 0.029 0.208
S -0.907 0.768 -0.699
H -3.245 -2.637 2.099
H -3.645 -2.497 0.397
H -4.125 -1.263 1.631
H -1.386 -1.034 1.801
H -1.479 -1.932 0.350
H -2.724 0.800 0.874
H -3.034 -0.023 -0.629
H 0.042 1.032 0.211
O 3.791 -0.554 -2.069
H 2.900 -0.567 -1.710
H 4.150 0.210 -1.612
O 2.411 0.439 0.388
H 3.127 0.238 1.001
H 2.740 1.240 -0.055
O 3.001 2.773 -1.133
H 2.459 2.717 -1.923
H 3.656 3.442 -1.359

Cartesian forces (eV/Å) of the 3 atoms listed first:
1.18 -0.25 0.75
-1.41 0.09 0.08
1.44 1.19 -0.21

Its spin multiplicity is 1. For the molecular weight, the calculation gives 130.2 g mol⁻¹. The gap between HOMO and LUMO comes out at 8.95 eV. As for the HOMO energy: -8.701 eV. Its charge is 0. The calculation puts the electronic energy at -20315.6894 eV.

The following is a quantum chemistry calculation of a 4-piece molecular cluster, C3H14O3S2 overall at a distorted geometry, from the Open Molecules 2025 dataset.

Element x y z (Å)
C -0.844 -0.528 -2.118
C -1.717 -0.721 -0.869
S -1.394 0.373 0.509
S 0.014 -0.248 1.810
C 1.516 0.088 0.920
H -0.006 -1.170 -2.054
H -1.195 -1.206 -2.906
H -0.910 0.471 -2.439
H -1.919 -1.805 -0.610
H -2.688 -0.338 -0.964
H 1.575 -0.313 -0.105
H 2.376 -0.497 1.441
H 1.848 1.217 0.897
O 0.518 2.180 3.968
H 1.409 2.239 4.350
H 0.736 1.392 3.311
O -0.553 4.673 -0.627
H -1.206 5.370 -0.830
H 0.210 4.984 -1.093
O 0.907 -5.127 -1.175
H 1.140 -5.229 -0.213
H 0.186 -5.806 -1.202

Cartesian forces (eV/Å) of the 3 atoms listed first:
-2.16 -2.71 0.47
0.87 -1.91 0.22
-0.26 0.96 0.52

Its spin multiplicity is 1. For the molecular weight, the calculation gives 162.3 g mol⁻¹. The gap between HOMO and LUMO comes out at 9.11 eV. As for the HOMO energy: -8.609 eV. Its charge is 0. The calculation puts the electronic energy at -31149.5776 eV.

The following is a quantum chemistry calculation of a 4-piece molecular cluster, C3H14O4 overall at a distorted geometry, from the Open Molecules 2025 dataset.

Element x y z (Å)
C -0.358 -1.554 2.517
C -0.133 -1.846 1.087
C 1.242 -1.983 0.566
O -0.968 -0.919 0.257
H -1.442 -1.824 2.790
H -0.061 -0.613 2.774
H 0.200 -2.240 3.164
H -0.653 -2.770 0.762
H 1.519 -2.737 -0.234
H 2.118 -1.870 1.266
H 1.484 -1.108 -0.006
H -1.312 -0.228 0.892
O 1.462 2.003 0.714
H 1.119 1.805 -0.151
H 1.623 2.971 0.605
O -1.666 0.631 -2.209
H -1.158 -0.097 -2.692
H -2.365 0.041 -1.860
O 0.486 2.738 -2.203
H 0.010 3.433 -2.571
H -0.103 1.917 -2.231

Cartesian forces (eV/Å) of the 3 atoms listed first:
-1.90 -3.71 0.89
-2.63 -1.40 -2.27
3.41 0.86 -1.08

Its spin multiplicity is 1. For the molecular weight, the calculation gives 114.1 g mol⁻¹. The gap between HOMO and LUMO comes out at 10.71 eV. As for the HOMO energy: -10.137 eV. Its charge is 0. The calculation puts the electronic energy at -11526.9457 eV.

The following is a quantum chemistry calculation of a 4-piece molecular cluster, C3H14O4 overall at a distorted geometry, from the Open Molecules 2025 dataset.

Element x y z (Å)
C 2.017 -1.618 1.679
C 1.733 -1.460 0.160
C 0.835 -0.248 -0.330
O 0.088 -0.657 -1.716
H 2.637 -0.706 2.171
H 2.636 -2.574 1.765
H 1.150 -1.753 2.351
H 2.675 -1.289 -0.435
H 1.097 -2.318 -0.217
H -0.012 -0.054 0.397
H 1.449 0.680 -0.234
H 0.074 0.238 -2.157
O -3.488 2.403 -0.327
H -3.218 1.766 -0.974
H -2.610 2.733 -0.123
O 0.058 3.106 -0.057
H -0.589 3.709 0.385
H 0.880 3.308 0.374
O -2.803 -1.746 -0.696
H -2.580 -2.301 -1.487
H -2.027 -1.219 -0.529

Cartesian forces (eV/Å) of the 3 atoms listed first:
1.78 0.76 0.67
-1.51 0.86 -1.38
-1.42 -1.12 0.97

Its spin multiplicity is 1. For the molecular weight, the calculation gives 114.1 g mol⁻¹. The gap between HOMO and LUMO comes out at 10.98 eV. As for the HOMO energy: -10.747 eV. Its charge is 0. The calculation puts the electronic energy at -11526.3685 eV.

The following is a quantum chemistry calculation of a 4-piece molecular cluster, C3H14O4 overall at a distorted geometry, from the Open Molecules 2025 dataset.

Element x y z (Å)
C 0.852 1.839 -2.130
C 0.608 0.423 -1.803
C 1.349 -0.008 -0.571
O 1.085 -1.332 -0.028
H 0.119 2.552 -2.161
H 1.365 2.433 -1.270
H 1.713 1.905 -2.885
H 0.911 -0.173 -2.799
H -0.479 0.084 -1.678
H 1.263 0.577 0.372
H 2.391 -0.262 -0.841
H 0.091 -1.476 -0.206
O -2.021 -0.166 2.193
H -2.336 0.678 2.433
H -1.050 -0.360 2.536
O 0.481 -0.494 2.961
H 0.968 -0.864 2.179
H 0.648 -1.223 3.604
O -2.295 -1.509 -0.218
H -3.239 -1.616 -0.349
H -2.425 -1.006 0.661

Cartesian forces (eV/Å) of the 3 atoms listed first:
5.03 1.57 1.32
-1.92 -2.91 -1.68
2.05 -2.07 1.18

Its spin multiplicity is 1. For the molecular weight, the calculation gives 114.1 g mol⁻¹. The gap between HOMO and LUMO comes out at 10.79 eV. As for the HOMO energy: -10.181 eV. Its charge is 0. The calculation puts the electronic energy at -11526.6679 eV.

The following is a quantum chemistry calculation of a 5-piece molecular cluster, C3H14O4 overall at a distorted geometry, from the Open Molecules 2025 dataset.

Element x y z (Å)
C 0.579 0.341 0.980
O -1.472 -2.111 0.192
C -0.648 0.990 0.941
C 0.030 0.919 2.505
H 1.386 0.890 0.511
H 0.811 -0.699 1.165
H -2.241 -2.578 -0.165
H -0.668 1.965 0.477
H -1.533 0.384 0.751
H -0.418 0.027 2.904
H 1.030 1.009 2.921
H -0.305 1.899 2.843
H 2.737 -1.270 -1.517
H 1.327 -0.853 -1.200
O 2.108 -1.246 -0.786
H -0.178 1.837 -3.095
H -0.176 0.695 -2.060
O 0.092 1.625 -2.193
H -1.129 -1.584 -0.557
H -0.870 -1.315 -2.708
O -0.461 -0.926 -1.910

Cartesian forces (eV/Å) of the 3 atoms listed first:
1.14 0.82 -0.72
-0.06 0.24 -0.20
0.10 -0.86 -1.48

Its spin multiplicity is 2. For the molecular weight, the calculation gives 114.1 g mol⁻¹. The gap between HOMO and LUMO (alpha / beta) comes out at 11.04 / 7.11 eV. As for the HOMO energy (alpha / beta): -15.016 / -14.933 eV. As for the expectation value of S²: 0.754. Its charge is +1. The calculation puts the electronic energy at -11516.0024 eV.

The following is a quantum chemistry calculation of a 3-piece molecular cluster, C3H15N2O2 overall at a distorted geometry, from the Open Molecules 2025 dataset.

Element x y z (Å)
C 2.128 -0.361 0.356
C 1.063 -1.437 -0.162
C -0.301 -0.929 0.223
N -0.953 -0.285 -0.964
N 2.089 0.761 -0.622
H 3.132 -0.924 0.392
H 1.824 0.056 1.314
H 1.109 -1.702 -1.252
H 1.258 -2.298 0.494
H -0.898 -1.782 0.499
H -0.306 -0.298 1.149
H -1.286 -1.000 -1.693
H -0.192 0.411 -1.354
H -1.651 0.483 -0.751
H 2.244 0.421 -1.525
H 2.740 1.401 -0.429
H -1.718 3.000 -1.624
H -1.985 2.446 -0.216
O -1.915 2.186 -1.136
H -2.901 -0.274 2.607
H -1.454 0.445 2.531
O -2.028 -0.319 2.164

Cartesian forces (eV/Å) of the 3 atoms listed first:
0.52 -1.41 -2.58
1.25 1.10 1.74
-0.43 -0.78 0.32

Its spin multiplicity is 1. For the molecular weight, the calculation gives 111.2 g mol⁻¹. The gap between HOMO and LUMO comes out at 10.27 eV. As for the HOMO energy: -13.290 eV. Its charge is +1. The calculation puts the electronic energy at -10422.4764 eV.